Record 1
{"formula": "C3H11NO3", "method": "ωB97M-V/def2-TZVPD", "lumo_energy_ev": 0.5, "smiles": "C[C@@H](N)C=O.O.O", "total_charge": 0, "homo_lumo_gap_ev": 10.2965, "relative_energy_kcal_mol": 41.79, "symbols": ["C", "C", "N", "C", "O", "H", "H", "H", "H", "H", "H", "H", "O", "H", "H", "O", "H", "H"], "coordinates": [[0.796518, 0.561997, -0.798054], [0.985759, -0.926157, -0.408125], [2.357648, -1.356545, -0.471766], [0.514002, -1.083780, 1.079778], [-0.435547, -0.470790, 1.498101], [1.495866, 0.724086, -1.619589], [1.203453, 1.226589, -0.016745], [-0.225741, 0.768094, -1.004974], [0.280099, -1.570190, -0.934585], [2.923307, -0.527271, -0.461755], [2.663270, -1.821010, -1.299328], [1.178105, -1.817116, 1.579275], [-1.689474, 2.691765, 0.449054], [-1.961389, 2.940891, -0.445426], [-1.671964, 1.738346, 0.503809], [-2.901616, 0.012349, 0.802874], [-2.004000, -0.371845, 0.870692], [-3.508294, -0.719414, 0.676764]], "atomic_forces_ev_per_a": [[1.700, -0.797, 0.340], [-0.766, 0.800, 1.538], [0.359, 0.076, 0.353], [0.390, 0.208, -2.087], [0.821, -0.684, 0.752], [-0.628, 0.171, -0.553], [-0.563, -0.295, 0.007], [-0.591, 0.512, -0.326], [0.252, -0.126, -0.439], [0.439, 0.301, 0.353], [-0.374, -0.567, -0.641], [-0.435, 0.195, 0.761], [0.265, 0.922, -0.186], [0.037, -0.382, 0.359], [-0.397, -0.332, -0.115], [0.222, -0.144, -0.264], [-0.684, 0.189, 0.171], [-0.047, -0.047, -0.021]]}

Record 2
{"formula": "C3H11NO3", "method": "ωB97M-V/def2-TZVPD", "lumo_energy_ev": [-3.3, -8.5], "s_squared": 0.755, "total_charge": 1, "homo_lumo_gap_ev": [11.8713, 6.5284], "multiplicity": 2, "relative_energy_kcal_mol": 15.42, "symbols": ["C", "O", "C", "C", "O", "N", "H", "H", "H", "H", "H", "H", "H", "H", "H", "H", "H", "O"], "coordinates": [[0.591323, -0.108231, -1.139045], [-0.549065, 0.188246, -1.973648], [0.280296, 0.294468, 0.295096], [1.600040, 0.189054, 1.144041], [1.409493, 0.377577, 2.496519], [-0.163030, 1.626716, 0.241177], [0.781882, -1.151002, -1.335623], [1.396094, 0.493116, -1.558790], [-1.402231, 0.081110, -1.527162], [-0.525640, -0.320610, 0.718685], [2.201763, 1.043661, 0.856879], [2.003719, -0.775453, 0.921483], [0.771524, -0.242932, 2.881727], [-0.454403, 1.966447, -0.671142], [-0.773278, 2.029736, 0.956525], [-2.991126, -2.128265, -0.316059], [-1.777299, -2.063809, -1.235190], [-2.400061, -1.499827, -0.755472]], "atomic_forces_ev_per_a": [[-1.667, 0.187, -1.284], [0.335, 0.904, 0.037], [0.223, 0.235, -0.941], [-0.448, 0.879, 1.190], [-0.627, 0.100, 0.415], [-1.574, -0.162, 0.346], [0.565, -0.451, 0.780], [0.222, -0.042, 0.174], [0.153, -0.558, 0.044], [0.142, -0.115, 0.347], [0.514, -0.354, -0.430], [0.487, -0.614, -0.446], [0.381, -0.084, -0.094], [0.606, 0.234, -0.627], [0.660, -0.124, 0.428], [-0.029, 0.266, -0.094], [-0.226, 0.040, -0.079], [0.284, -0.342, 0.234]]}

Record 3
{"formula": "C3H11NO3", "method": "ωB97M-V/def2-TZVPD", "lumo_energy_ev": [-3.5, -9.3], "s_squared": 0.755, "total_charge": 1, "homo_lumo_gap_ev": [11.6169, 5.7193], "multiplicity": 2, "relative_energy_kcal_mol": 59.31, "symbols": ["C", "C", "O", "N", "C", "O", "H", "H", "H", "H", "H", "H", "H", "H", "H", "H", "H", "O"], "coordinates": [[-0.741738, -0.064691, -0.585277], [-1.920349, -0.808526, 0.022687], [-1.449706, -2.225337, 0.122633], [0.566797, 0.028383, 0.151781], [1.390099, 1.035486, -0.515778], [2.089352, 0.490379, -1.691146], [-1.127877, 0.989204, -0.574421], [-0.386811, -0.288753, -1.701238], [-2.213668, -0.559965, 1.061600], [-2.833190, -0.842506, -0.596409], [-1.944542, -2.851635, -0.365118], [1.129836, -0.823960, 0.069026], [2.147841, 1.277901, 0.233560], [0.767525, 1.835152, -0.816950], [1.546243, 0.939573, -2.529767], [1.072687, 0.165259, 3.186644], [0.731219, 0.738088, 1.863550], [1.176282, 0.965955, 2.664619]], "atomic_forces_ev_per_a": [[-1.043, 2.298, 0.177], [0.703, -4.250, -0.176], [0.927, 2.301, 1.158], [-0.793, -1.375, -4.264], [2.595, -0.001, -0.244], [-3.604, 2.087, -1.255], [0.606, -0.522, -0.413], [-0.891, -0.138, 2.256], [0.495, 0.560, -0.674], [0.600, 0.784, 0.001], [-1.112, -0.662, -0.860], [-0.269, -0.647, 1.132], [0.065, 0.471, -0.287], [-0.406, 1.024, 0.117], [2.291, -1.954, 2.985], [0.141, -0.057, 0.514], [-0.866, 0.067, -0.793], [0.560, 0.014, 0.626]]}